No. 1
Below is a molecular structure, C28H43F9LaOP2, with properties calculated with ωB97M-V with the def2-TZVPD basis set.

Frontier orbital gap: 0.21294 hartree
Total energy: -2780.79064 hartree
Total charge: +1

Positions of all 84 atoms, in Å:
La (-1.159, 1.446, 2.082)
C (-3.082, 3.108, 0.237)
C (-3.263, 1.950, -0.550)
C (-3.593, 1.374, 1.659)
C (-3.313, 2.776, 1.598)
C (-3.514, 0.869, 0.314)
C (-2.783, 4.473, -0.239)
H (-2.525, 4.490, -1.308)
H (-1.932, 4.898, 0.304)
H (-3.630, 5.168, -0.074)
C (-3.338, 3.705, 2.760)
H (-2.682, 4.573, 2.610)
H (-3.061, 3.214, 3.710)
H (-4.357, 4.113, 2.875)
C (-3.675, 0.593, 2.939)
H (-4.635, 0.793, 3.447)
H (-2.913, 0.886, 3.729)
H (-3.588, -0.500, 2.780)
C (-3.768, -0.541, -0.092)
H (-4.768, -0.650, -0.544)
H (-3.713, -1.227, 0.764)
H (-3.025, -0.875, -0.833)
C (-3.273, 1.900, -2.037)
H (-4.264, 1.560, -2.392)
H (-2.527, 1.199, -2.433)
H (-3.094, 2.879, -2.491)
C (1.392, 1.307, -1.811)
C (0.637, 1.898, -2.749)
C (-0.069, 1.268, -3.898)
C (-0.316, -0.264, -3.889)
C (-1.107, -0.807, -2.757)
C (-0.650, -1.293, -1.580)
C (0.582, -0.920, -0.817)
C (1.643, -0.147, -1.618)
H (0.542, 1.446, -4.797)
H (0.645, -0.792, -3.967)
H (-1.017, 1.805, -4.067)
H (1.756, -0.639, -2.585)
H (1.837, 1.932, -1.030)
H (0.572, 2.990, -2.741)
H (2.596, -0.248, -1.072)
H (0.348, -0.403, 0.145)
H (-1.326, -1.918, -0.985)
H (1.030, -1.881, -0.487)
H (-0.901, -0.475, -4.802)
H (-2.184, -0.859, -2.930)
P (2.951, -3.362, -0.468)
P (1.645, -5.737, 0.735)
C (4.006, -4.930, -0.527)
C (3.487, -5.973, 0.443)
H (5.040, -4.657, -0.289)
H (4.009, -5.327, -1.553)
H (3.658, -6.986, 0.059)
H (3.997, -5.908, 1.415)
C (1.516, -7.258, 1.772)
H (0.458, -7.483, 1.943)
H (2.011, -7.091, 2.736)
H (1.980, -8.122, 1.285)
C (1.129, -6.556, -0.840)
H (1.751, -7.427, -1.074)
H (1.165, -5.855, -1.678)
H (0.099, -6.901, -0.711)
C (4.169, -2.314, 0.436)
H (3.778, -1.290, 0.499)
H (5.142, -2.326, -0.070)
H (4.278, -2.720, 1.451)
C (3.345, -2.956, -2.224)
H (3.132, -3.845, -2.835)
H (4.404, -2.684, -2.335)
H (2.723, -2.133, -2.587)
F (0.161, 4.161, 4.718)
C (1.049, 4.011, 3.695)
F (2.162, 4.703, 3.974)
F (1.372, 2.663, 3.693)
C (0.393, 4.418, 2.359)
O (-0.569, 3.443, 2.083)
C (-0.163, 5.848, 2.500)
F (0.790, 6.690, 2.971)
F (-0.605, 6.338, 1.313)
F (-1.213, 5.890, 3.359)
C (1.344, 4.401, 1.150)
F (2.229, 5.418, 1.142)
F (2.034, 3.222, 1.087)
F (0.607, 4.462, -0.003)

No. 2
Below is 7 unconnected molecules or ions with the total composition C28H43F9N4O6, with properties calculated with ωB97M-V with the def2-TZVPD basis set.

Frontier orbital gap: 0.41565 hartree
Total energy: -2661.92872 hartree
Relative energy (zero: lowest compared OMol25 entry of this formula, charge and spin): 0.000 eV
SMILES: CCOC(=O)C(F)(F)F.CCOC(=O)C(F)(F)F.CCOC(=O)C(F)(F)F.CCCC#N.CCCC#N.CCCC#N.CCCC#N

Positions of all 90 atoms, in Å:
C (1.005, -2.343, -1.844)
C (1.639, -3.555, -2.565)
C (0.710, -3.917, -3.796)
C (1.117, -5.184, -4.473)
N (1.569, -6.160, -4.898)
H (0.903, -1.467, -2.524)
H (1.667, -2.013, -1.079)
H (0.034, -2.554, -1.398)
H (1.689, -4.439, -1.937)
H (2.494, -3.284, -3.079)
H (0.620, -3.170, -4.601)
H (-0.330, -4.063, -3.572)
C (-2.681, -1.783, 5.011)
C (-1.613, -2.784, 4.609)
C (-0.216, -2.329, 5.016)
C (0.048, -2.346, 6.431)
N (0.342, -2.275, 7.525)
H (-2.495, -0.782, 4.590)
H (-2.750, -1.660, 6.074)
H (-3.645, -2.167, 4.642)
H (-1.654, -2.938, 3.525)
H (-1.923, -3.665, 5.054)
H (-0.050, -1.342, 4.572)
H (0.524, -2.966, 4.559)
C (2.696, 3.148, 1.589)
C (2.328, 3.464, 0.094)
C (3.431, 2.875, -0.815)
C (3.522, 1.444, -0.512)
N (3.555, 0.309, -0.415)
H (2.783, 2.067, 1.708)
H (1.795, 3.427, 2.206)
H (3.635, 3.621, 1.936)
H (2.274, 4.552, -0.065)
H (1.383, 3.103, -0.199)
H (4.423, 3.326, -0.585)
H (3.194, 3.022, -1.870)
C (4.460, -4.002, 3.413)
C (3.961, -2.834, 2.542)
C (3.967, -2.970, 1.043)
C (5.293, -3.258, 0.504)
N (6.382, -3.452, 0.144)
H (5.558, -4.216, 3.206)
H (3.858, -4.946, 3.244)
H (4.399, -3.743, 4.435)
H (4.481, -1.927, 2.863)
H (2.905, -2.722, 2.777)
H (3.640, -2.096, 0.511)
H (3.242, -3.691, 0.656)
C (-1.370, 3.977, 3.600)
C (-1.496, 3.989, 2.158)
O (-2.565, 3.082, 1.717)
C (-3.195, 3.302, 0.574)
O (-2.861, 4.003, -0.341)
C (-4.505, 2.427, 0.483)
F (-5.506, 3.260, 0.806)
F (-4.717, 2.017, -0.748)
F (-4.498, 1.444, 1.301)
H (-2.335, 4.056, 4.173)
H (-0.903, 4.893, 3.924)
H (-0.838, 3.197, 4.089)
H (-0.538, 3.700, 1.678)
H (-1.651, 5.007, 1.858)
C (0.537, 1.780, -3.003)
C (-0.603, 1.410, -2.068)
O (-0.067, 0.758, -0.836)
C (-1.062, 0.296, -0.085)
O (-2.259, 0.303, -0.283)
C (-0.489, -0.187, 1.311)
F (0.642, -0.898, 1.121)
F (-0.267, 0.956, 1.991)
F (-1.324, -0.957, 1.979)
H (1.240, 2.280, -2.349)
H (0.087, 2.508, -3.818)
H (0.870, 0.834, -3.404)
H (-1.461, 0.789, -2.473)
H (-1.106, 2.322, -1.731)
C (-4.601, 2.538, -4.790)
C (-3.219, 2.291, -4.229)
O (-2.838, 0.886, -4.226)
C (-1.992, 0.344, -5.139)
O (-1.408, 0.845, -6.003)
C (-1.858, -1.203, -4.812)
F (-2.992, -1.813, -4.872)
F (-1.021, -1.807, -5.675)
F (-1.291, -1.302, -3.582)
H (-5.406, 2.017, -4.230)
H (-4.729, 2.336, -5.833)
H (-4.873, 3.568, -4.626)
H (-3.274, 2.537, -3.186)
H (-2.432, 2.898, -4.677)

no.,HOMO level (eV)
1,-9.77
2,-11.11